{"formula": "C27H31AuF5N3O3S3Si2", "method": "the ωB97M-V functional and the def2-TZVPD basis", "largest_force_ev_per_a": 0.439, "homo_ev": [-7.72, -8.91], "e_lumo_ev": [0.03, -2.49], "spin_multiplicity": 3, "de_lowest_kcal_mol": 12.3, "species": ["Au", "F", "C", "C", "F", "C", "F", "C", "S", "C", "F", "C", "F", "O", "C", "N", "S", "O", "O", "C", "C", "C", "C", "C", "C", "H", "H", "H", "H", "C", "Si", "C", "C", "C", "Si", "C", "C", "C", "H", "H", "H", "H", "H", "H", "H", "H", "H", "H", "H", "H", "H", "H", "H", "H", "H", "H", "H", "N", "C", "S", "N", "C", "C", "C", "C", "C", "C", "H", "H", "H", "H", "H", "H", "H", "H"], "coordinates": [[-0.91233, 0.81482, 0.05059], [0.25752, 8.09353, -1.23836], [-0.34990, 6.99492, -0.81489], [0.21758, 6.24433, 0.20457], [1.37202, 6.63404, 0.74543], [-0.42378, 5.10838, 0.64378], [0.14971, 4.42168, 1.62904], [-1.63585, 4.66220, 0.08875], [-2.42499, 3.23825, 0.62674], [-2.16672, 5.44811, -0.94880], [-3.30044, 5.09245, -1.53179], [-1.54682, 6.60028, -1.39022], [-2.07624, 7.33180, -2.36776], [-2.91822, -0.18010, -2.05934], [-3.41218, -0.34244, -0.96005], [-2.79101, 0.00159, 0.21870], [-3.69262, -0.25887, 1.55585], [-4.11043, 0.98328, 2.14504], [-3.06488, -1.21455, 2.42745], [-5.02722, -1.00019, 0.66496], [-6.18144, -1.56508, 1.16730], [-7.07775, -2.09270, 0.24572], [-6.81125, -2.05134, -1.12082], [-5.63943, -1.48512, -1.60375], [-4.74809, -0.95787, -0.68657], [-6.38236, -1.59794, 2.22978], [-7.99690, -2.54605, 0.59383], [-7.52967, -2.47235, -1.81221], [-5.41234, -1.45172, -2.66128], [0.27921, -1.61352, 2.72267], [0.34526, -2.90241, 1.35097], [2.06517, -3.67704, 1.42590], [-0.95963, -4.22205, 1.66738], [0.04058, -2.18051, -0.33719], [1.10393, -2.10982, -1.86181], [0.86073, -3.76780, -2.73833], [2.93987, -1.87819, -1.50496], [0.52512, -0.73690, -3.01278], [0.13037, -2.11563, 3.68356], [-0.54481, -0.91431, 2.59509], [1.21837, -1.05663, 2.77593], [2.25048, -4.06035, 2.43371], [2.84088, -2.93991, 1.20092], [2.17919, -4.51124, 0.72934], [-0.65706, -4.88170, 2.48527], [-1.12697, -4.84025, 0.78208], [-1.90783, -3.75630, 1.94208], [-1.01850, -2.13792, -0.60793], [1.05802, -4.61174, -2.07364], [1.53474, -3.85131, -3.59625], [-0.16264, -3.86353, -3.10877], [3.39351, -2.77196, -1.07041], [3.11557, -1.03828, -0.82765], [3.46421, -1.65914, -2.43992], [-0.56005, -0.61196, -2.97523], [0.80279, -0.98075, -4.04305], [0.98621, 0.22317, -2.77247], [0.99627, 1.76210, 2.41354], [1.81256, 1.63424, 1.37201], [1.23687, 1.50060, -0.23410], [3.13057, 1.58482, 1.64495], [4.18915, 1.24586, 0.74996], [5.09855, 0.28025, 1.16398], [6.15000, -0.07660, 0.33582], [6.28859, 0.52359, -0.90712], [5.38612, 1.49746, -1.30588], [4.33990, 1.87503, -0.47693], [0.01251, 1.91422, 2.24078], [1.34625, 1.92448, 3.34336], [3.37160, 1.51485, 2.62162], [4.96817, -0.20588, 2.12431], [6.85168, -0.83438, 0.65844], [7.10159, 0.23659, -1.56067], [5.49847, 1.98033, -2.26801], [3.66042, 2.65704, -0.78229]], "atomic_forces_ev_per_a": [[-0.26, 0.00, 0.08], [0.02, 0.04, -0.02], [0.02, 0.00, 0.01], [-0.04, 0.01, -0.04], [0.01, -0.01, 0.02], [-0.10, 0.00, -0.03], [0.03, -0.03, 0.06], [0.17, 0.01, -0.11], [0.00, 0.01, 0.21], [0.03, -0.03, -0.01], [-0.04, 0.01, -0.03], [0.00, -0.04, 0.01], [-0.02, -0.01, 0.00], [-0.14, -0.12, 0.10], [0.09, 0.07, 0.07], [-0.12, -0.07, -0.41], [-0.12, -0.02, 0.06], [0.04, 0.04, 0.00], [0.06, -0.05, -0.06], [0.03, -0.03, 0.03], [-0.05, 0.02, -0.02], [-0.01, -0.01, 0.00], [-0.02, -0.01, 0.00], [0.03, 0.04, -0.01], [0.00, -0.05, 0.02], [0.02, 0.01, -0.01], [0.01, 0.01, 0.01], [0.01, 0.00, 0.00], [0.00, 0.00, 0.02], [0.07, -0.12, 0.00], [0.05, -0.02, -0.07], [-0.10, 0.04, 0.04], [0.10, 0.07, 0.00], [0.07, -0.25, -0.07], [0.00, 0.02, -0.01], [0.06, 0.12, -0.02], [-0.09, -0.03, -0.01], [0.03, -0.12, -0.01], [0.03, 0.01, -0.02], [-0.07, 0.02, -0.03], [0.00, 0.01, -0.03], [0.00, 0.00, -0.02], [-0.03, -0.02, 0.01], [-0.01, 0.03, -0.01], [-0.01, 0.03, 0.00], [0.03, 0.01, 0.02], [-0.02, 0.04, -0.02], [-0.02, 0.13, 0.09], [0.01, 0.03, 0.01], [-0.02, 0.01, 0.02], [0.01, 0.01, 0.03], [-0.03, 0.03, -0.01], [-0.01, 0.00, -0.01], [-0.01, -0.01, 0.01], [0.01, -0.01, 0.00], [0.00, 0.02, 0.02], [0.00, -0.01, 0.03], [-0.05, 0.13, -0.04], [0.11, -0.11, -0.05], [0.32, 0.14, 0.14], [-0.06, 0.00, -0.03], [0.01, -0.02, -0.01], [-0.06, -0.03, -0.02], [0.00, 0.00, 0.00], [0.02, -0.02, 0.00], [-0.01, 0.02, -0.02], [0.07, 0.04, 0.02], [-0.01, 0.00, 0.01], [0.00, -0.04, 0.01], [0.04, 0.07, 0.04], [0.00, 0.00, -0.01], [-0.01, 0.01, 0.00], [-0.01, 0.00, 0.01], [0.00, -0.01, 0.02], [-0.02, -0.01, 0.03]]}